# 1
Here is the ion C3H6ClO with charge +1 from the Open Molecules 2025 dataset. Energies are from ωB97M-V/def2-TZVPD.

Its frontier orbital gap (alpha / beta) is 8.17 / 7.43 eV. The energy comes out at -17764.458 eV.

```
! RIJCOSX wB97M-V def2-TZVPD def2/J DEFGRID3
* xyz 1 1
C 1.2326 0.6853 -0.0538
C 0.4546 -1.0355 1.1356
C -1.6300 0.5743 -1.4961
O 1.2223 -0.5636 0.2907
Cl -0.1029 1.0364 -1.7404
H 2.0283 0.8007 -0.6931
H 1.1369 1.4689 0.6676
H 0.2436 -2.0803 1.1940
H 0.0919 -0.4384 1.8629
H -2.1176 1.2452 -0.7081
H -1.9810 -0.4925 -1.3770
*
```

Atom charges from the Löwdin analysis, given in e for atoms 1 to 6: -0.179 0.112 -0.414 0.000 0.945 0.074



# 2
Here is a cluster of 2 separate species, C5H10N5 in total from the Open Molecules 2025 dataset. Energies are from ωB97M-V/def2-TZVPD.

Its frontier orbital gap is 10.97 eV. The energy comes out at -12790.471 eV.

```
! RIJCOSX wB97M-V def2-TZVPD def2/J DEFGRID3
* xyz 1 1
C 1.5575 -0.8422 0.3319
C 0.6541 1.0103 -0.5139
C -3.5459 -0.6511 0.4351
C 2.5988 -1.7783 0.7171
C 0.4726 2.3500 -1.1796
N -3.0288 0.3699 -0.0299
N -0.3187 0.1702 -0.0260
N -3.7384 -1.6936 0.9625
N 0.1974 -0.9306 0.4755
N 1.8047 0.3897 -0.2998
H 3.6559 -1.4907 0.5915
H 2.4181 -2.7612 0.2326
H 2.3113 -2.1271 1.6990
H 0.8359 3.0694 -0.3804
H -0.5540 2.4228 -1.4004
H 1.1032 2.4286 -2.1573
H -3.3518 1.3188 0.2577
H -1.3945 0.4010 -0.0763
H -4.4141 -2.4716 0.6385
H 2.7365 0.8155 -0.2776
*
```

Atom charges from the Löwdin analysis, given in e for atoms 1 to 6: -0.264 -0.268 -0.352 -0.006 0.026 0.084



# 3
Here is an isolated molecule of C9H10ClNO from the Open Molecules 2025 dataset. Energies are from ωB97M-V/def2-TZVPD.

Its frontier orbital gap is 7.38 eV. The energy comes out at -25547.993 eV.

```
! RIJCOSX wB97M-V def2-TZVPD def2/J DEFGRID3
* xyz 0 1
C -1.5218 -1.1216 1.2966
C -0.8590 -1.2385 2.4875
C -0.9439 -0.3801 0.1668
C 0.1513 0.3724 0.1182
C 0.4263 -0.6480 2.8539
C -1.6767 0.0878 -1.1276
C -0.5577 0.4312 -2.1019
C 0.5577 0.9823 -1.1681
C 1.9272 0.5457 -1.6983
N 1.3086 -0.0391 2.1835
O 2.3700 0.5019 2.3172
Cl 0.9024 -1.0613 4.5103
H -2.4220 -1.5744 1.2893
H -1.3007 -1.7197 3.2510
H -2.3420 -0.6935 -1.4059
H -2.2312 1.0069 -0.9793
H -0.1016 -0.3037 -2.6591
H -0.9478 1.1231 -2.7276
H 0.3022 2.0119 -0.8868
H 2.6906 1.4132 -1.4353
H 1.8871 0.7384 -2.7543
H 2.3807 -0.4349 -1.5302
*
```

Atom charges from the Löwdin analysis, given in e for atoms 1 to 6: -0.008 -0.089 -0.179 0.130 -0.637 -0.114



# 4
Here is a structure of composition C12H25BaClNO2P2 from the Open Molecules 2025 dataset. Energies are from ωB97M-V/def2-TZVPD.

Its frontier orbital gap is 4.16 eV. The energy comes out at -50217.842 eV.

```
! RIJCOSX wB97M-V def2-TZVPD def2/J DEFGRID3
* xyz 1 1
Ba -0.6875 -0.1593 2.1526
P -1.6641 2.6763 0.2232
C -0.4549 2.8949 -1.1184
C 0.5527 1.9591 -1.2003
N 0.8504 0.8375 -0.4532
C 2.1295 0.3538 -0.5089
C 3.1040 1.0061 -1.2373
C 2.8026 2.0003 -2.1435
C 1.4727 2.3476 -2.2953
C 2.6966 -0.7628 0.4022
P 1.4990 -2.0836 1.0678
H 1.1336 3.0546 -2.9821
H 4.1754 0.7537 -1.0664
H 3.5093 2.5601 -2.7061
H 3.5403 -1.3949 -0.0291
H 3.2030 -0.3554 1.3311
H -2.8810 -1.1282 -2.3697
H -1.0563 2.7969 -2.1498
H -0.9405 -3.0871 -0.3306
O -3.6317 -0.7057 -2.8714
H -3.0716 -0.3173 -3.6864
H -1.8616 -1.8105 1.6960
O -1.3649 -3.7463 0.1057
H -2.3508 -3.8411 -0.3132
C 1.5977 -3.2225 -0.3406
H 2.6263 -3.5393 -0.5129
H 0.9922 -4.1054 -0.1271
H 1.2495 -2.7234 -1.2498
C 2.5910 -2.9601 2.2428
H 1.9691 -3.6169 2.8674
H 3.3342 -3.5786 1.7231
H 3.1114 -2.2571 2.9038
C -0.8056 4.1622 0.8300
H -1.1354 4.9562 0.1310
H -0.8068 4.4902 1.8548
H 0.2575 3.9802 0.5187
C -3.3635 3.1793 -0.3420
H -4.1199 3.1978 0.4544
H -3.3459 4.1721 -0.7806
H -3.7594 2.4842 -1.1032
Cl -2.4830 -1.1187 4.1158
C -2.6229 -2.1652 2.4029
H -2.3537 -3.1138 2.7398
H -3.6370 -2.0698 2.1550
*
```

Atom charges from the Löwdin analysis, given in e for atoms 1 to 6: 1.497 0.709 -0.393 -0.434 0.005 -0.381



no.,largest force on an atom (eV Å⁻¹)
1,4.248
2,4.140
3,5.081
4,6.891